The following is a quantum chemistry calculation of a structure of composition C5H11INO at a distorted geometry, from the OMol25 dataset.

The geometry in XYZ format:
```
19
Properties=species:S:1:pos:R:3:forces:R:3
C -0.77929 -0.10154 1.16264 -1.266 1.478 -1.213
C -0.02602 0.24405 -0.00377 -1.021 2.818 -1.427
C 2.42264 -0.04925 0.92715 -1.495 0.875 -0.814
C -2.27102 -0.44545 -0.84961 0.218 -1.579 -0.473
C 1.40300 0.07256 -0.25365 1.587 -2.201 -0.932
N -1.04371 -0.81568 -0.06930 -1.105 0.688 -2.230
O -0.92008 1.73386 -0.76310 2.132 -3.297 2.069
I 0.15929 2.76418 -1.97800 0.417 0.496 -0.523
H -0.24945 -0.69270 1.78120 1.361 -1.584 2.803
H -1.61098 0.49458 1.42633 -0.495 0.578 0.881
H 2.06970 0.39578 1.81842 -0.437 0.682 1.025
H 3.27439 0.50585 0.61200 0.943 0.002 -0.001
H 2.61992 -1.06527 1.14569 0.494 -0.961 0.066
H -2.98193 -1.20701 -0.54043 -0.582 0.495 -0.020
H -2.45893 0.58927 -0.66935 -0.768 0.165 0.335
H -2.08344 -0.55095 -1.93096 0.187 -0.080 0.527
H 1.58830 -0.94607 -0.78602 -0.705 1.948 0.132
H 1.76050 0.87978 -0.90884 -0.292 -0.231 -0.144
H -0.87288 -1.80600 -0.12040 0.827 -0.292 -0.061
```
Positions in Å, forces in eV/Å.

ΔE to the lowest compared entry with this formula, charge and spin in kcal per mole: 98.9
LUMO energy in hartree: -0.1664
Spin multiplicity: 1
Charge: +1
Frontier orbital gap in eV: 8.28

***

The following is a quantum chemistry calculation of the ion C5H11INO3S with charge +1 at a distorted geometry, from the OMol25 dataset.

The geometry in XYZ format:
```
22
Properties=species:S:1:pos:R:3:forces:R:3
C -0.03760 -0.15805 -0.72806 0.254 0.240 1.228
C -1.81186 -1.94948 -0.80477 0.068 0.010 0.034
C 1.98766 1.13067 -0.80017 0.981 0.346 -0.362
C 0.70411 0.93418 1.27807 -0.172 0.110 0.901
C -1.15291 -0.82783 -0.00360 -0.243 -0.307 -0.085
N 0.84902 0.56566 -0.11351 -0.576 -0.419 -0.608
O 0.04891 -0.32528 -2.03413 0.236 0.055 -0.476
O -0.46569 2.08922 -2.08787 -0.253 0.205 0.138
O 1.17495 1.20874 -3.71025 0.241 -0.291 -0.162
S -0.02978 1.08231 -2.98787 -0.640 0.049 -0.562
I -1.79028 0.35381 -4.39096 0.030 0.067 -0.067
H -2.25721 -1.57897 -1.72468 -0.008 0.008 -0.025
H -2.59776 -2.40426 -0.20536 0.019 0.022 0.001
H -1.08527 -2.71867 -1.05355 -0.001 -0.088 -0.060
H 2.26524 0.52629 -1.66353 0.003 0.004 0.205
H 1.76811 2.14321 -1.14579 0.018 -0.073 0.171
H 2.82795 1.17079 -0.10650 -0.110 -0.074 -0.033
H -0.34149 1.09586 1.53143 0.047 -0.011 -0.041
H 1.11626 0.16573 1.93447 0.022 -0.016 -0.081
H 1.24652 1.86227 1.45147 -0.052 -0.078 -0.092
H -1.90476 -0.06205 0.22738 0.124 0.086 0.034
H -0.78485 -1.21665 0.94982 0.012 0.156 -0.059
```
Positions in Å, forces in eV/Å.

ΔE to the lowest compared entry with this formula, charge and spin in kcal per mole: 0.0
LUMO energy in hartree: -0.1856
Spin multiplicity: 1
Structure (SMILES): CCC(OS(=O)(=O)I)=[N+](C)C
Charge: +1
Frontier orbital gap in eV: 9.20

***

The following is a quantum chemistry calculation of a structure of composition C5H11ISi at a distorted geometry, from the OMol25 dataset.

The geometry in XYZ format:
```
18
Properties=species:S:1:pos:R:3:forces:R:3
C -2.62004 -1.14551 -0.09523 5.396 -0.075 1.734
C -0.72924 -1.23287 0.60747 -4.899 1.089 -1.207
C 1.14864 1.20199 1.65864 -0.306 -0.326 -2.762
C -0.60542 1.28822 -1.01175 1.927 -0.355 1.203
C 1.79851 -0.81931 -1.09707 -2.135 -0.760 1.823
Si 0.47337 0.20761 0.08579 1.161 -1.622 -0.300
I -0.91505 -2.07688 2.51701 0.334 0.166 -0.482
H -3.23815 -1.84524 0.42375 -0.319 -0.266 0.111
H -2.76772 -0.77458 -1.09489 -0.092 -0.048 -0.057
H 1.36970 2.26357 1.20148 -0.306 -2.033 1.539
H 0.23467 1.08025 2.24712 0.271 0.788 0.388
H 1.97332 0.62794 2.11355 -0.200 0.783 -0.119
H -1.23883 0.53143 -1.33824 -2.063 -0.651 -0.385
H -0.95721 2.14537 -0.48102 -0.923 0.263 0.217
H -0.12209 1.58697 -1.89307 1.079 0.719 -1.142
H 1.31969 -1.03276 -2.07089 0.509 0.330 0.415
H 2.65959 -0.23913 -1.10128 1.553 1.500 -0.886
H 2.21627 -1.76706 -0.67139 -0.987 0.498 -0.090
```
Positions in Å, forces in eV/Å.

ΔE to the lowest compared entry with this formula, charge and spin in kcal per mole: 117.3
LUMO energy (alpha / beta) in hartree: -0.0154 / -0.0009
Spin multiplicity: 1
Charge: 0
Frontier orbital gap (alpha / beta) in eV: 8.50 / 8.14

***

The following is a quantum chemistry calculation of a cluster of 2 separate species, C5H11ISi in total at a distorted geometry, from the OMol25 dataset.

The geometry in XYZ format:
```
18
Properties=species:S:1:pos:R:3:forces:R:3
C -1.73053 0.11739 2.56904 -3.139 1.919 -0.808
C -1.65775 0.27828 1.26666 -2.819 0.384 0.582
C 1.79191 1.08082 0.17014 1.611 -1.705 -3.061
C -0.51473 0.33053 -2.08456 -2.233 2.310 0.705
C 0.99250 -1.90779 -0.35132 3.421 0.787 1.513
Si 0.58692 -0.12784 -0.62307 -0.662 -0.174 -0.387
I -3.32413 0.87799 0.04670 0.667 -0.317 0.363
H -2.57275 0.49117 3.25825 1.036 -0.960 -1.374
H -0.82861 0.07238 3.00115 3.369 -0.857 2.010
H 2.78880 0.57607 0.22486 -0.753 0.228 0.468
H 2.00051 1.83069 -0.57523 -0.028 0.549 -0.544
H 1.57519 1.62276 1.01004 -0.805 0.873 2.480
H -1.04192 1.36239 -1.83134 1.355 -1.687 -0.387
H -0.09357 0.49613 -3.04836 0.820 0.063 -0.800
H -1.45347 -0.23406 -2.30057 0.940 -0.322 0.611
H 0.31755 -2.67852 -0.45395 -2.269 -1.235 0.038
H 1.79220 -2.28367 -1.05072 -0.079 0.511 0.885
H 1.37188 -1.90472 0.77228 -0.433 -0.366 -2.295
```
Positions in Å, forces in eV/Å.

LUMO energy (alpha / beta) in hartree: 0.0172 / -0.0743
Spin multiplicity: 3
<S²>: 2.02
Charge: 0
Frontier orbital gap (alpha / beta) in eV: 5.47 / 7.36

***

The following is a quantum chemistry calculation of the molecule C5H11N at a distorted geometry, from the OMol25 dataset.

The geometry in XYZ format:
```
17
Properties=species:S:1:pos:R:3:forces:R:3
C 1.61786 -2.28431 0.76963 -0.336 -0.238 0.306
C 0.92413 -1.17892 -0.00892 0.105 -0.589 -0.527
C 0.36019 -0.08418 0.49966 -0.459 0.207 -0.363
C -0.25206 1.00368 -0.37050 0.316 0.988 0.186
C -1.41883 1.72640 0.31419 0.318 1.508 1.360
H 1.17795 -3.32043 0.63614 0.417 1.232 -0.215
H 2.69363 -2.31956 0.48426 -0.685 -0.084 0.275
H 1.51747 -2.06554 1.84601 0.320 -0.101 -0.318
H 0.92797 -1.30164 -1.11995 -0.083 0.271 0.986
H 0.25501 0.15555 1.57128 0.414 -0.510 -0.412
H 0.52757 1.75423 -0.59716 -0.055 -0.114 0.510
H -1.12726 2.28946 1.28954 -0.360 -1.214 -1.408
H -1.78479 2.54634 -0.34358 0.080 -0.647 0.266
H -2.24481 1.03075 0.53109 0.232 0.230 -0.025
H -0.92146 1.40933 -2.23369 0.366 -0.529 0.311
H -1.60660 0.06653 -1.57282 2.209 0.830 -0.427
N -0.64596 0.57231 -1.69518 -2.800 -1.241 -0.507
```
Positions in Å, forces in eV/Å.

ΔE to the lowest compared entry with this formula, charge and spin in kcal per mole: 22.3
LUMO energy in hartree: 0.0405
Spin multiplicity: 1
Structure (SMILES): C/C=C/[C@H](C)N
Charge: 0
Frontier orbital gap in eV: 10.22

***

The following is a quantum chemistry calculation of the molecule C5H11N, from the OMol25 dataset.

The geometry in XYZ format:
```
17
Properties=species:S:1:pos:R:3:forces:R:3
C 1.14501 -1.54917 0.52294 -0.013 0.029 0.001
C 0.06054 -0.82287 -0.24726 0.017 -0.214 0.006
C -0.72608 0.30854 0.31835 -0.194 0.071 0.121
C -0.55908 0.83264 1.72286 0.055 -0.017 0.018
N 0.32357 0.54894 -0.65457 0.013 0.046 -0.054
C -0.10565 0.92453 -1.98861 -0.032 0.038 -0.165
H 1.92689 -0.84402 0.82002 -0.143 -0.107 -0.009
H 1.60917 -2.32825 -0.09189 -0.067 0.146 0.073
H 0.74614 -2.02841 1.42448 0.038 0.045 -0.133
H -0.48573 -1.43540 -0.97078 0.106 0.115 0.111
H -1.74556 0.39199 -0.07055 0.156 -0.018 0.046
H -0.79902 1.90072 1.76743 0.033 -0.143 -0.015
H -1.23199 0.30601 2.40953 0.097 0.072 -0.090
H 0.46686 0.70290 2.07766 -0.130 0.007 -0.073
H 0.62281 0.55414 -2.71767 -0.100 0.092 0.078
H -0.14913 2.01675 -2.06561 0.007 -0.179 0.012
H -1.09877 0.52098 -2.25634 0.158 0.017 0.072
```
Positions in Å, forces in eV/Å.

ΔE to the lowest compared entry with this formula, charge and spin in kcal per mole: 24.8
LUMO energy in hartree: 0.0455
Spin multiplicity: 1
Structure (SMILES): C[C@@H]1[C@H](C)N1C
Charge: 0
Frontier orbital gap in eV: 10.27

***

The following is a quantum chemistry calculation of a structure of composition C5H11N at a distorted geometry, from the OMol25 dataset.

The geometry in XYZ format:
```
17
Properties=species:S:1:pos:R:3:forces:R:3
C -1.07185 -0.01706 1.28953 0.764 0.627 0.959
C 0.04376 0.90024 0.78884 0.557 2.161 0.433
C 0.91955 0.32768 -0.31224 0.635 -1.683 -1.211
C 2.12768 -0.22793 -0.09577 0.289 0.257 1.539
C 0.31597 0.16234 -1.73629 -0.143 0.381 0.646
N -1.63503 -1.15301 -0.08465 -0.625 0.440 -1.083
H -1.58724 0.20062 2.24775 0.050 -0.301 -0.901
H -0.90205 -1.09005 1.10477 1.964 -0.995 1.601
H 0.75357 1.25082 1.64664 -1.419 -0.837 -1.244
H -0.47178 1.86762 0.42096 0.964 -1.243 0.377
H 2.68238 -0.78915 -0.86693 -0.443 0.573 0.312
H 2.64686 -0.19956 0.92404 -0.916 0.025 -1.450
H -0.69210 -0.26136 -1.58976 0.596 0.330 -0.541
H 0.21035 1.17018 -2.17905 0.065 -0.442 -0.064
H 0.89622 -0.51259 -2.41938 -0.303 0.755 0.819
H -2.34888 -1.65745 0.40155 -1.010 -0.589 0.651
H -1.88741 0.02866 0.46002 -1.027 0.541 -0.843
```
Positions in Å, forces in eV/Å.

ΔE to the lowest compared entry with this formula, charge and spin in kcal per mole: 152.9
LUMO energy in hartree: 0.0203
Spin multiplicity: 1
Charge: 0
Frontier orbital gap in eV: 8.92

***

The following is a quantum chemistry calculation of a cluster of 2 separate species, C5H11N in total, from the OMol25 dataset.

The geometry in XYZ format:
```
17
Properties=species:S:1:pos:R:3:forces:R:3
C -0.55135 1.57404 -0.18703 0.207 -0.380 -0.009
C -0.23405 -0.59754 -1.18641 0.085 0.305 0.275
C 1.60411 0.25607 0.72753 -0.033 0.177 0.217
C -1.13245 -1.45772 -0.33062 0.037 0.014 -0.041
C 0.57845 0.70815 1.58598 0.045 -0.120 -0.330
N -0.51420 1.29627 1.10127 0.026 -0.029 -0.051
H -1.52072 1.80569 -0.61731 0.009 0.004 0.018
H 0.31160 1.91522 -0.75766 0.024 -0.068 0.060
H 0.52248 0.38414 2.62054 -0.009 -0.009 -0.031
H -0.75530 -0.02411 -1.94582 -0.010 -0.014 0.019
H 0.56698 -1.15007 -1.68264 -0.050 -0.011 0.015
H 0.83031 -0.19727 -0.23173 -0.265 0.028 -0.126
H 2.05816 0.97735 0.04701 -0.088 -0.024 -0.033
H 2.33025 -0.43609 1.14211 -0.033 0.038 0.014
H -0.68684 -1.64260 0.65404 0.013 0.034 -0.013
H -2.09368 -0.97604 -0.15067 0.029 -0.007 -0.015
H -1.31376 -2.43549 -0.78857 0.011 0.060 0.033
```
Positions in Å, forces in eV/Å.

ΔE to the lowest compared entry with this formula, charge and spin in kcal per mole: 93.2
LUMO energy in hartree: 0.0155
Spin multiplicity: 1
Charge: 0
Frontier orbital gap in eV: 8.58

***

The following is a quantum chemistry calculation of the molecule C5H11N at a distorted geometry, from the OMol25 dataset.

The geometry in XYZ format:
```
17
Properties=species:S:1:pos:R:3:forces:R:3
C -1.26059 1.01680 -1.02060 -1.614 2.633 0.083
C -0.41188 0.11968 -0.17119 1.309 -0.603 0.479
C 0.69204 0.85225 0.56252 2.015 1.427 -2.184
C -0.13335 -1.18861 -0.81546 -2.579 -1.036 -0.830
C -0.95912 -1.09930 0.51200 0.826 0.099 -0.813
H -0.72046 1.48310 -1.87335 0.185 -0.266 0.746
H -1.76330 1.89561 -0.45076 1.220 -1.206 -0.482
H -2.15448 0.64034 -1.52147 0.174 -1.025 0.289
H 0.22553 1.40514 1.33235 -0.207 0.157 1.580
H 0.96213 1.73809 -0.15000 0.143 -1.405 0.853
H 2.38726 -0.33146 0.17247 -0.311 0.654 1.042
H 2.49303 0.52636 1.61897 1.002 0.949 0.765
H 0.70095 -1.85474 -0.72817 0.682 0.360 0.104
H -0.71743 -1.35280 -1.74943 0.584 0.081 0.722
H -2.03206 -1.18753 0.66428 0.258 -0.419 -0.366
H -0.25802 -1.52022 1.23885 -0.790 0.467 0.418
N 1.90203 0.05046 1.00609 -2.897 -0.869 -2.406
```
Positions in Å, forces in eV/Å.

ΔE to the lowest compared entry with this formula, charge and spin in kcal per mole: 40.0
LUMO energy in hartree: 0.0401
Spin multiplicity: 1
Structure (SMILES): CC1(CN)CC1
Charge: 0
Frontier orbital gap in eV: 10.15

***

The following is a quantum chemistry calculation of the molecule C5H11N at a distorted geometry, from the OMol25 dataset.

The geometry in XYZ format:
```
17
Properties=species:S:1:pos:R:3:forces:R:3
C 2.14926 0.18349 1.21723 -0.225 0.175 0.006
N 1.11443 0.89958 0.49139 -0.448 -0.042 0.563
C -0.07773 0.24171 0.06336 0.589 0.057 -1.342
C -0.81733 0.82865 -0.88811 -0.646 -0.242 0.664
C -1.94851 0.15248 -1.62155 0.273 0.129 0.281
C -0.29991 -1.18587 0.47262 0.566 0.036 0.453
H 2.14133 -0.85250 0.90383 0.172 -0.144 -0.067
H 2.04547 0.20144 2.30778 -0.044 -0.003 0.034
H 3.12089 0.59897 0.95691 0.084 0.034 0.037
H 0.91090 1.81196 0.87060 0.178 0.043 -0.076
H -0.65825 1.88088 -1.09925 0.329 -0.095 -0.269
H -1.56771 -0.37969 -2.49803 -0.033 0.122 -0.113
H -2.66177 0.90366 -1.95108 -0.221 -0.151 -0.094
H -2.45116 -0.60648 -1.01896 -0.134 0.170 0.023
H 0.18204 -1.34349 1.43811 -0.287 -0.144 0.112
H -1.35257 -1.43192 0.55774 -0.091 0.020 -0.029
H 0.17060 -1.90287 -0.20258 -0.063 0.035 -0.183
```
Positions in Å, forces in eV/Å.

ΔE to the lowest compared entry with this formula, charge and spin in kcal per mole: 23.7
LUMO energy in hartree: 0.0395
Spin multiplicity: 1
Structure (SMILES): C/C=C(\C)NC
Charge: 0
Frontier orbital gap in eV: 8.61